No. 1
This record from OMol25 describes a structure of composition C45H43BrN6O2PbS2Se. The level of theory is wB97M-V/def2-TZVPD.

Structure (XYZ):
```
101
Properties=species:S:1:pos:R:3:mulliken_charge:R:1
Pb -0.5764 -1.7554 1.1808 1.5672
Br -8.1858 0.5468 1.6731 -0.1493
C -6.3503 0.1007 1.9114 -0.9831
C -5.5754 0.8375 2.8249 -0.1122
C -4.2511 0.5499 2.9756 -0.5810
C -3.5954 -0.4818 2.2299 0.2041
O -2.3584 -0.7046 2.4269 -0.7198
C -4.4123 -1.2237 1.3213 0.2970
C -3.9426 -2.2706 0.4636 -0.4041
N -2.7359 -2.6801 0.2580 0.2452
C -2.5495 -3.7077 -0.6977 -0.3148
C -3.3558 -3.9037 -1.7898 -0.2827
C -3.1367 -4.9715 -2.6835 -1.0327
C -2.1016 -5.8393 -2.4997 -0.9157
C -1.2079 -5.6359 -1.4222 1.3562
C -0.0755 -6.4528 -1.2014 -0.6869
C 0.7925 -6.1604 -0.1911 -0.8011
C 0.5407 -5.0210 0.5976 -0.2800
N -0.5146 -4.2647 0.4372 -0.3768
C -1.4125 -4.5565 -0.5394 0.3330
C -5.7815 -0.9119 1.1918 -0.2530
H -6.0353 1.6326 3.3980 0.4285
H -3.6387 1.1125 3.6691 0.4078
H -4.7473 -2.7788 -0.0740 0.5186
H -4.1565 -3.2077 -1.9986 0.5973
H -3.7991 -5.0877 -3.5311 0.3911
H -1.9317 -6.6628 -3.1813 0.4070
H 0.0966 -7.2994 -1.8554 0.4140
H 1.6720 -6.7606 -0.0062 0.4021
H 1.2462 -4.7069 1.3606 0.4592
H -6.3831 -1.4790 0.4910 0.3967
O 2.1852 -1.8761 1.7857 -0.1973
S 3.1124 -0.9267 2.4688 -0.5406
C 4.2762 -0.3431 1.2522 0.2026
C 4.0510 -0.6276 -0.0845 -0.1868
C 4.9514 -0.1585 -1.0304 -0.0201
C 6.0572 0.5804 -0.6326 -0.6741
C 6.2805 0.8444 0.7131 -0.7257
C 5.3921 0.3714 1.6670 -0.3382
C 2.1546 0.6619 2.7552 1.5329
C 2.7565 1.3488 3.9665 -0.8925
C 1.9738 2.2279 4.5761 -1.0379
C 0.7966 3.2493 2.5703 -0.6265
C -0.0455 2.6013 1.4766 -1.7236
C 0.7054 1.6985 0.8602 0.0585
H 3.1759 -1.1952 -0.3772 0.5189
H 4.7739 -0.3671 -2.0764 0.2474
H 6.7554 0.9452 -1.3748 0.4129
H 7.1509 1.4092 1.0201 0.4063
H 5.5677 0.5561 2.7198 0.3982
H 3.7471 1.0884 4.3160 0.4579
H 2.2637 2.7534 5.4762 0.4129
H 0.5863 4.3056 2.7433 0.6378
H -1.0954 2.7872 1.3007 0.6413
H 0.3923 1.0310 0.0673 0.4954
C 3.3063 3.7656 2.3626 -0.9805
N 2.1091 3.0565 1.9989 0.0099
C 0.6165 2.4500 3.9442 -0.0017
C 0.0912 1.0523 3.6582 -0.8872
N 0.8204 0.1775 3.1113 -0.3228
C 2.0814 1.6991 1.5096 -0.8181
H 3.0945 4.4692 3.1697 0.3490
H 3.7022 4.3348 1.5135 0.3362
H 4.1007 3.1057 2.7226 0.2937
H -0.0648 2.9945 4.5972 0.6806
H -0.9315 0.7797 3.9031 0.6117
H 2.9027 1.5103 0.8227 0.9125
C 4.4330 0.1811 -5.0134 -1.5739
C 3.2585 -0.1082 -4.1175 0.8791
C 2.3792 0.8934 -3.7323 -0.9966
C 1.2876 0.6449 -2.9042 0.4657
C 0.4019 1.7970 -2.5134 -1.8300
C 1.0515 -0.6647 -2.4564 0.4550
Se -0.5966 -1.0540 -1.5398 -0.0278
C 1.9492 -1.6862 -2.8077 0.7547
C 1.7920 -3.1115 -2.3470 -1.3452
C 3.0320 -1.3874 -3.6298 -0.6325
H 4.3987 1.2039 -5.3877 0.3650
H 4.4486 -0.4923 -5.8718 0.3475
H 5.3792 0.0500 -4.4821 0.2920
H 2.5399 1.9057 -4.0896 0.3137
H 0.5665 2.6445 -3.1805 0.5999
H 0.6283 2.1243 -1.4941 0.4080
H -0.6526 1.5262 -2.5264 0.3578
H 1.0666 -3.1895 -1.5418 -0.2156
H 2.7505 -3.5065 -2.0032 0.4795
H 1.4448 -3.7472 -3.1658 0.4862
H 3.7137 -2.1883 -3.9023 0.3072
C -2.7855 4.6330 -1.1384 -0.6625
N -4.0252 4.0260 -0.7067 0.2603
C -5.2052 4.7055 -0.4435 -0.4057
C -6.1184 3.7934 -0.0604 -0.6234
N -5.4860 2.5676 -0.0959 0.2228
C -4.1917 2.6899 -0.4906 -0.8085
S -3.0708 1.4604 -0.6657 0.1866
H -2.9384 5.1832 -2.0666 0.3500
H -2.0675 3.8318 -1.3016 0.0090
H -2.4047 5.3080 -0.3714 0.3391
H -5.2868 5.7710 -0.5587 0.4629
H -7.1458 3.9042 0.2329 0.4205
H -5.8778 1.6745 0.1613 0.1842
```

LUMO level: -0.162 eV
HOMO level: -6.6 eV
total charge: 0
ΔE to the lowest compared entry with this formula, charge and spin: 263.7 kJ/mol
spin multiplicity: 1


No. 2
This record from OMol25 describes an isolated molecule of C21H22N2O4. The level of theory is wB97M-V/def2-TZVPD.

Structure (XYZ):
```
49
Properties=species:S:1:pos:R:3:nbo_charge:R:1
O -3.4494 2.7253 1.2389 -0.6257
C -2.3380 2.2812 1.0199 0.6572
N -1.3543 3.0085 0.4444 -0.6041
C -1.5976 4.3002 -0.1446 -0.2466
C -1.5691 4.2105 -1.6793 0.0869
C -1.8008 5.5798 -2.3466 -0.4328
C -0.6515 5.6877 -3.3507 -0.4263
C 0.4118 4.8130 -2.6895 -0.0665
O -0.3018 3.7357 -2.1215 -0.5371
C -1.9349 0.9005 1.4303 -0.1285
C -2.5287 0.3515 2.5625 -0.1583
C -2.1877 -0.9207 2.9820 -0.2053
C -1.2523 -1.6605 2.2796 -0.2133
C -0.6805 -1.1236 1.1334 0.2079
N 0.2783 -1.8708 0.4000 -0.5155
C 1.4601 -1.3151 -0.0712 0.7188
O 1.7915 -0.1703 0.0842 -0.5650
C 2.2415 -2.4065 -0.7670 -0.3199
C 1.3752 -3.6600 -0.6475 -0.3076
C 0.1414 -3.2226 0.1104 0.7120
O -0.7978 -3.9028 0.4215 -0.5576
C 2.2560 -4.6182 0.2044 -0.2496
C 3.4268 -4.9591 -0.6848 -0.1924
C 4.1791 -3.8711 -0.7900 -0.1819
C 3.5240 -2.7847 0.0275 -0.2492
C 2.9233 -3.6235 1.1615 -0.3894
C -1.0236 0.1489 0.6994 -0.2055
H -0.4732 2.5768 0.2118 0.4092
H -0.8307 5.0030 0.1965 0.1935
H -2.5819 4.6328 0.1919 0.2407
H -2.3104 3.4668 -1.9963 0.1874
H -2.7773 5.6375 -2.8207 0.2242
H -1.7309 6.3713 -1.5996 0.2039
H -0.3155 6.7099 -3.5056 0.2158
H -0.9402 5.2564 -4.3093 0.2059
H 1.1393 4.3962 -3.3869 0.1942
H 0.9452 5.3762 -1.9093 0.1564
H -3.2559 0.9409 3.0994 0.2352
H -2.6462 -1.3412 3.8639 0.2190
H -0.9808 -2.6519 2.6054 0.2316
H 2.4833 -2.0973 -1.7845 0.2496
H 1.0847 -4.1236 -1.5907 0.2491
H 1.7056 -5.4497 0.6350 0.2383
H 3.5536 -5.9078 -1.1714 0.2216
H 5.0628 -3.7254 -1.3822 0.2199
H 4.1384 -1.9303 0.2963 0.2389
H 3.6873 -4.0921 1.7792 0.2281
H 2.2281 -3.0788 1.7991 0.2057
H -0.5906 0.5305 -0.2125 0.2270
```

LUMO level: 0.711 eV
HOMO level: -9.2 eV
total charge: 0
structure (SMILES): O=C(NC[C@H]1CCCO1)c1cccc(N2C(=O)[C@@H]3[C@H](C2=O)[C@H]2C=C[C@@H]3C2)c1
ΔE to the lowest compared entry with this formula, charge and spin: 110.1 kJ/mol
spin multiplicity: 1


No. 3
This record from OMol25 describes a structure of composition C12H9IrN6O2S2. The level of theory is wB97M-V/def2-TZVPD.

Structure (XYZ):
```
32
Properties=species:S:1:pos:R:3:lowdin_spin:R:1
Ir 0.0278 -0.7862 0.3948 0.4037
S -1.1719 -2.3675 -0.0724 0.4577
C 2.1082 -2.1276 -2.4015 0.0001
C 2.6154 -3.3847 -2.6767 0.0009
C 3.5108 -3.9482 -1.7768 -0.0020
C 4.0417 -5.2577 -2.0334 -0.0002
N 4.4637 -6.3051 -2.2368 -0.0011
C 3.9052 -3.2477 -0.6209 0.0005
C 3.3912 -1.9844 -0.3439 -0.0007
C 2.4843 -1.4694 -1.2481 0.0150
S 1.5231 0.0292 -1.1471 0.0617
C 4.8426 -3.8336 0.2953 0.0001
N 5.5970 -4.2804 1.0355 0.0005
H 2.3190 -3.9111 -3.5731 0.0001
H 3.6910 -1.4548 0.5497 0.0000
N -0.5275 -1.8237 -6.2257 -0.0004
C -0.1674 -1.1712 -5.1191 -0.0004
N -0.6671 0.0397 -4.8869 -0.0003
N 0.6995 -1.8220 -4.3254 -0.0016
C 1.1376 -1.3321 -3.1831 -0.0002
N 0.8050 -0.1689 -2.6162 0.0025
H -1.1660 -1.4418 -6.9002 0.0000
H -0.1158 -2.7253 -6.3937 0.0000
H -1.2953 0.4798 -5.5372 0.0000
H -0.3992 0.5172 -4.0369 0.0000
C 0.3133 1.6007 3.5212 0.0040
C 0.3232 0.7634 2.3081 0.0248
O 1.2799 0.0342 1.9338 0.0030
O -0.6943 0.7266 1.5088 0.0298
H 1.2982 1.6127 3.9781 -0.0002
H -0.4190 1.1911 4.2189 0.0019
H -0.0084 2.6086 3.2608 0.0009
```

LUMO level (spin up / spin down): -5.593 / -6.069 eV
HOMO level (spin up / spin down): -12.4 / -12.5 eV
total charge: +1
ΔE to the lowest compared entry with this formula, charge and spin: 165.9 kJ/mol
spin multiplicity: 2


No. 4
This record from OMol25 describes an isolated molecule of C18H22N2O2S. The level of theory is wB97M-V/def2-TZVPD.

Structure (XYZ):
```
45
Properties=species:S:1:pos:R:3:nbo_charge:R:1
C -1.1662 5.7259 0.3157 -0.5991
C -1.7032 4.3971 0.8336 -0.3984
C -2.0006 4.4646 2.3299 -0.4186
C -2.5343 3.1550 2.9183 -0.0580
O -1.5386 2.1540 2.9998 -0.5168
C -1.3511 1.2417 2.0104 0.3875
C -2.1513 1.0626 0.8859 -0.3172
C -1.8482 0.0629 -0.0274 -0.1852
C -0.7613 -0.7636 0.1525 -0.2203
C 0.0525 -0.5952 1.2774 -0.0720
C 1.2064 -1.4433 1.4922 0.0383
N 1.5223 -2.3344 0.6420 -0.2101
N 2.5931 -3.1081 0.8324 -0.4338
C 2.9249 -4.1222 -0.0305 0.6650
O 3.8351 -4.8780 0.2307 -0.5774
C 2.0731 -4.1976 -1.2395 -0.1726
C 1.3939 -5.3314 -1.5663 -0.3715
S 0.4498 -5.1309 -2.9815 0.4378
C 1.0047 -3.4975 -3.1691 -0.1789
C 0.5430 -2.6694 -4.3173 -0.6441
C 1.8637 -3.1381 -2.1730 -0.0337
C 2.5360 -1.8056 -2.1046 -0.6376
C -0.2512 0.4031 2.1943 -0.2594
H -0.2439 5.9905 0.8280 0.2025
H -1.8898 6.5212 0.4812 0.1996
H -0.9609 5.6638 -0.7502 0.2102
H -2.6172 4.1441 0.2910 0.1908
H -0.9691 3.6121 0.6408 0.2057
H -2.7415 5.2446 2.5182 0.2031
H -1.0873 4.7295 2.8668 0.2064
H -3.4126 2.8078 2.3660 0.1705
H -2.8332 3.3289 3.9575 0.1938
H -3.0102 1.6883 0.7036 0.2151
H -2.4825 -0.0624 -0.8927 0.2142
H -0.5247 -1.5450 -0.5511 0.2310
H 1.7896 -1.2792 2.4067 0.1578
H 3.1550 -3.0193 1.6849 0.3780
H 1.3781 -6.2623 -1.0361 0.2434
H 0.1102 -1.7339 -3.9634 0.2222
H 1.3778 -2.4263 -4.9760 0.2225
H -0.2050 -3.2067 -4.8940 0.2239
H 2.7367 -1.4309 -3.1061 0.2173
H 1.9029 -1.0845 -1.5880 0.2298
H 3.4766 -1.8838 -1.5652 0.2209
H 0.3587 0.5518 3.0724 0.2173
```

LUMO level: 0.380 eV
HOMO level: -8.4 eV
total charge: 0
structure (SMILES): CCCCOc1cccc(/C=N/NC(=O)c2csc(C)c2C)c1
ΔE to the lowest compared entry with this formula, charge and spin: 187.7 kJ/mol
spin multiplicity: 1


The following electronic energy values (in eV) correspond, in order, to the records above: -222704.76228; -33305.27761; -50127.47905; -36932.86282.